Record 1
ORCA calculation (wB97M-V/def2-TZVPD) on 2 unconnected molecules or ions with the total composition C26H25N4O at a distorted geometry.

CARTESIAN COORDINATES (ANGSTROEM)
C  2.93  -0.15  -3.52
C  2.80  -1.49  -3.13
C  2.78  -1.82  -1.77
C  2.86  -0.82  -0.79
C  2.81  -1.19  0.66
N  2.42  -0.17  1.49
N  2.30  -0.41  2.89
O  3.13  -2.29  1.10
C  3.03  0.52  -1.19
C  3.06  0.86  -2.54
H  2.95  0.11  -4.58
H  2.70  -2.28  -3.88
H  2.70  -2.86  -1.45
H  2.04  0.71  1.16
H  1.56  -1.10  3.00
H  3.17  -0.90  3.15
H  3.14  1.29  -0.43
H  3.17  1.90  -2.84
C  3.48  5.55  2.79
N  2.70  4.92  3.84
C  2.36  3.60  3.89
C  1.56  3.35  5.03
C  0.98  2.12  5.36
C  0.35  1.84  6.59
C  0.67  2.31  7.89
N  -0.31  1.92  8.77
C  -0.37  2.30  10.17
C  -1.28  1.18  8.09
C  -0.89  1.09  6.73
C  -1.80  0.58  5.81
C  -3.04  0.11  6.27
C  -3.40  0.21  7.63
C  -2.52  0.77  8.56
C  1.40  4.66  5.70
C  2.16  5.59  4.94
C  2.24  6.94  5.21
C  1.54  7.41  6.33
C  0.77  6.53  7.10
C  0.65  5.17  6.76
H  3.56  6.61  3.01
H  4.48  5.11  2.73
H  2.99  5.42  1.82
H  2.69  2.90  3.12
H  1.00  1.33  4.61
H  1.51  2.92  8.20
H  -1.30  1.89  10.59
H  0.48  1.89  10.73
H  -0.38  3.39  10.30
H  -1.52  0.56  4.75
H  -3.74  -0.33  5.57
H  -4.37  -0.15  7.96
H  -2.78  0.90  9.62
H  2.83  7.59  4.57
H  1.59  8.47  6.59
H  0.24  6.91  7.97
H  -0.01  4.51  7.32

Charge   +1
DFT total energy   -35369.2622 eV
ΔE to the lowest compared entry with this formula, charge and spin   0.0 kJ/mol

***

Record 2
ORCA calculation (wB97M-V/def2-TZVPD) on 2 unconnected molecules or ions with the total composition C3H4N4 at a distorted geometry.

CARTESIAN COORDINATES (ANGSTROEM)
N  -0.88  0.42  -1.88
C  -0.32  0.52  -0.68
C  -1.00  -0.05  0.42
N  -0.23  -0.18  1.49
C  0.72  -0.41  2.16
N  2.47  -0.41  0.42
N  2.08  -0.30  -0.61
H  -1.73  -0.07  -2.12
H  -0.37  0.81  -2.67
H  -2.04  -0.37  0.54
H  1.31  0.04  2.94

Charge   0
DFT total energy   -9132.3793 eV
ΔE to the lowest compared entry with this formula, charge and spin   432.1 kJ/mol

***

Record 3
ORCA calculation (wB97M-V/def2-TZVPD) on 13 unconnected molecules or ions with the total composition C5H37N2O12 at a distorted geometry.

CARTESIAN COORDINATES (ANGSTROEM)
C  -0.77  -1.19  0.46
C  -0.29  0.24  0.70
C  0.31  0.37  2.16
C  1.73  0.80  1.99
C  2.68  -0.01  2.46
N  2.02  2.03  1.21
N  -1.27  1.29  0.35
H  0.01  -1.88  0.80
H  -1.20  -1.24  -0.54
H  -1.59  -1.47  1.12
H  0.60  0.42  0.07
H  -0.19  1.09  2.80
H  0.14  -0.61  2.61
H  3.75  0.01  2.34
H  2.39  -0.86  3.06
H  2.26  2.83  1.79
H  1.26  2.34  0.54
H  2.81  1.82  0.54
H  -1.82  1.01  -0.46
H  -1.72  1.46  1.25
H  2.43  -1.48  -1.37
H  0.95  -1.45  -1.03
O  1.79  -1.85  -0.75
H  -1.37  -1.83  -3.95
H  -1.43  -2.22  -2.39
O  -0.95  -1.73  -3.10
H  -3.44  0.93  2.81
H  -2.51  2.17  3.52
O  -2.99  1.78  2.81
H  1.29  2.54  -1.69
H  -0.20  2.43  -0.99
O  0.67  2.85  -1.00
H  1.27  -3.63  -0.34
H  0.58  -5.08  -0.08
O  0.48  -4.13  -0.07
H  1.22  4.85  -0.03
H  2.65  4.23  -0.39
O  2.13  4.74  0.27
H  0.81  -1.17  -3.23
H  1.25  0.34  -3.40
O  1.58  -0.56  -3.28
H  -1.27  0.08  -2.42
H  -1.60  1.34  -3.19
O  -0.86  0.93  -2.70
H  -4.00  -0.13  -2.10
H  -3.24  -0.68  -0.78
O  -3.23  -0.10  -1.54
H  -2.84  -0.97  4.50
H  -2.31  -1.19  3.09
O  -3.07  -0.87  3.57
H  2.83  0.46  -1.82
H  4.29  1.09  -1.68
O  3.48  0.83  -1.21
H  -2.41  -3.48  0.02
H  -1.13  -3.90  -0.45
O  -1.99  -3.57  -0.84

Charge   0
DFT total energy   -33331.9813 eV
2S+1   2
ΔE to the lowest compared entry with this formula, charge and spin   118.4 kJ/mol

***

Record 4
ORCA calculation (wB97M-V/def2-TZVPD) on a molecular structure, C31H55AlF3NO4 at a distorted geometry.

CARTESIAN COORDINATES (ANGSTROEM)
C  -2.43  1.13  -2.74
C  -1.74  -0.19  -2.11
C  -2.78  -1.41  -2.45
C  -0.36  -0.61  -2.87
C  -1.61  -0.18  -0.51
C  -1.01  1.17  0.14
C  -2.25  2.14  0.51
C  0.13  1.90  -0.72
C  -0.30  0.71  1.53
C  -0.81  1.07  2.94
C  0.02  0.56  4.18
C  1.34  -0.27  4.03
O  1.98  -0.66  5.24
C  3.36  -0.19  5.30
C  3.59  0.94  6.46
O  4.23  2.08  5.84
C  5.65  2.13  6.13
C  6.00  3.27  7.23
Al  6.44  5.11  6.38
C  8.47  5.57  6.57
C  9.11  5.44  5.07
O  9.70  4.11  5.00
C  10.03  3.78  3.62
C  11.41  4.51  3.17
F  12.08  3.72  2.20
F  12.27  4.53  4.33
F  11.20  5.84  2.71
C  1.84  -0.65  2.59
C  1.01  -0.15  1.35
H  -2.92  0.80  -3.74
H  -3.27  1.57  -2.11
H  -1.61  1.88  -3.03
H  -2.64  -1.66  -3.56
H  -3.89  -1.06  -2.36
H  -2.58  -2.32  -1.77
H  0.34  -0.98  -2.03
H  0.13  0.29  -3.39
H  -0.50  -1.50  -3.57
H  -1.07  -1.14  -0.16
H  -2.69  -0.28  -0.09
H  -3.12  1.55  0.97
H  -2.64  2.73  -0.39
H  -1.95  2.92  1.31
H  0.88  1.19  -1.22
H  0.73  2.55  0.02
H  -0.32  2.66  -1.47
H  -1.76  1.68  3.10
H  -0.32  0.83  5.25
H  3.78  0.19  4.31
H  3.99  -1.10  5.64
H  4.27  0.55  7.31
H  2.58  1.20  6.97
H  6.12  1.12  6.38
H  6.16  2.48  5.14
H  5.05  3.36  7.88
H  6.89  3.01  7.89
H  5.57  6.31  7.02
H  6.14  5.16  4.81
H  8.65  6.61  7.00
H  9.02  4.77  7.20
H  9.87  6.29  4.90
H  8.27  5.56  4.29
H  9.17  4.11  2.93
H  10.22  2.64  3.58
H  2.81  -1.27  2.46
H  1.37  -0.43  0.30
C  -6.88  -3.89  -7.56
C  -6.63  -3.04  -6.29
C  -5.11  -2.98  -6.00
C  -4.55  -4.27  -5.43
C  -5.35  -4.73  -4.22
C  -6.87  -4.83  -4.50
N  -7.41  -3.60  -5.15
O  -7.50  -2.65  -4.21
C  -7.15  -6.07  -5.39
C  -7.60  -5.17  -3.17
C  -7.09  -1.61  -6.69
H  -6.96  -3.27  -8.46
H  -6.09  -4.62  -7.76
H  -7.84  -4.43  -7.50
H  -4.90  -2.17  -5.28
H  -4.56  -2.72  -6.91
H  -4.53  -5.05  -6.19
H  -3.51  -4.11  -5.13
H  -4.97  -5.70  -3.88
H  -5.17  -4.03  -3.39
H  -8.20  -6.11  -5.68
H  -6.92  -6.99  -4.85
H  -6.54  -6.10  -6.30
H  -7.40  -4.44  -2.38
H  -7.27  -6.14  -2.79
H  -8.68  -5.23  -3.32
H  -8.16  -1.59  -6.91
H  -6.57  -1.27  -7.59
H  -6.88  -0.86  -5.92

Charge   0
DFT total energy   -57451.8469 eV